Record 1
DFT (wB97M-V/def2-TZVPD) results for a 7-piece molecular cluster, H14O7 overall.

Results
total energy = -14559.6329 eV
SMILES = O.O.O.O.O.O.O
energy relative to the best compared isomer or geometry (same formula, charge and spin) = 42.2 kcal/mol
molecular weight = 126.10 g mol⁻¹

Atoms and positions in Å:
O  2.521  29.210  9.843
H  1.913  28.521  10.112
H  2.087  29.636  9.104
O  2.495  26.000  9.058
H  1.685  26.464  8.846
H  2.250  25.075  9.058
O  4.401  23.983  14.970
H  3.768  24.359  14.359
H  4.027  23.136  15.213
O  5.589  26.546  14.589
H  5.227  25.818  15.094
H  5.132  26.505  13.749
O  5.264  23.627  11.132
H  4.947  24.483  11.421
H  6.212  23.738  11.049
O  0.651  27.536  11.061
H  0.081  27.966  11.698
H  0.093  27.393  10.297
O  3.279  25.742  12.159
H  3.054  26.600  11.797
H  2.592  25.158  11.836

---

Record 2
DFT (wB97M-V/def2-TZVPD) results for C16H27CoNO5 as an isolated structure.

Results
total energy = -66366.3125 eV
energy relative to the best compared isomer or geometry (same formula, charge and spin) = 1.3 kcal/mol
spin multiplicity = 4
molecular weight = 372.33 g mol⁻¹
charge = +2

Atoms and positions in Å:
C  1.142  -4.453  -1.122
C  0.102  -5.320  -1.113
H  2.092  -4.761  -1.556
H  1.082  -3.502  -0.622
C  -1.237  -4.923  -0.713
C  -1.528  -3.611  -0.494
H  -0.764  -2.872  -0.569
H  -2.546  -3.317  -0.223
C  0.364  -6.766  -1.472
H  1.392  -6.864  -1.842
H  -0.327  -7.122  -2.249
H  0.260  -7.429  -0.598
C  -2.316  -5.964  -0.559
H  -2.021  -6.747  0.152
H  -2.562  -6.458  -1.508
H  -3.224  -5.480  -0.187
Co  0.360  2.567  1.708
O  0.345  0.905  0.786
C  -0.405  0.556  -0.170
O  -1.395  3.019  1.063
C  -1.747  2.612  -0.072
O  -2.598  3.285  -0.811
N  -1.346  1.444  -0.683
C  -2.844  2.534  -2.051
C  -2.065  1.254  -1.963
H  -2.501  3.168  -2.877
H  -3.922  2.362  -2.108
H  -1.372  1.138  -2.802
H  -2.720  0.378  -1.910
C  -0.272  -0.697  -0.831
C  0.888  -1.406  -0.730
H  -1.063  -0.982  -1.531
H  1.500  -1.404  0.182
H  1.207  -1.945  -1.620
C  1.737  3.289  4.054
O  1.931  2.720  2.732
C  3.056  3.239  1.941
C  2.630  4.435  1.106
O  1.194  4.315  0.870
C  0.462  5.500  0.470
H  0.668  3.208  4.288
H  2.039  4.344  4.073
H  2.338  2.708  4.760
H  3.864  3.482  2.630
H  3.337  2.412  1.281
H  2.846  5.372  1.643
H  3.134  4.427  0.131
H  -0.277  5.189  -0.269
H  -0.067  5.914  1.338
H  1.148  6.245  0.045

---

Record 3
DFT (wB97M-V/def2-TZVPD) results for an isolated ion of composition C5H4N3O4S and charge -1.

Results
total energy = -28745.4942 eV
SMILES = [H]/N=C(\O[C@H]([S-])N=C=NC=O)C(=O)O
energy relative to the best compared isomer or geometry (same formula, charge and spin) = 0.0 kcal/mol
molecular weight = 202.17 g mol⁻¹
charge = -1

Atoms and positions in Å:
H  0.902  0.036  -1.805
N  1.639  0.425  -1.342
C  1.831  0.172  -0.097
O  1.128  -0.622  0.757
C  0.001  -1.489  0.505
S  0.187  -2.824  -0.721
N  -1.044  -0.604  0.220
C  -2.088  -0.271  -0.241
N  -3.242  0.048  -0.547
C  -4.132  0.826  0.181
O  -3.892  1.573  1.103
C  3.116  0.632  0.518
O  3.538  0.642  1.639
O  3.932  1.313  -0.394
H  -0.058  -2.003  1.497
H  -5.153  0.630  -0.103
H  3.334  1.515  -1.172

---

Record 4
DFT (wB97M-V/def2-TZVPD) results for C33H28N8OPRhSe2 as an isolated structure.

Results
total energy = -191630.1895 eV
energy relative to the best compared isomer or geometry (same formula, charge and spin) = 47.6 kcal/mol
spin multiplicity = 5
molecular weight = 844.44 g mol⁻¹

Atoms and positions in Å:
Rh  -0.183  -1.768  -2.174
Se  -2.366  -2.898  -2.421
P  -2.041  -1.225  0.075
Se  -0.104  -0.248  0.233
C  -2.397  -2.099  1.650
C  -1.500  -2.104  2.712
C  -1.777  -2.836  3.857
C  -2.948  -3.573  3.947
C  -3.845  -3.577  2.887
C  -3.568  -2.852  1.740
C  -3.320  0.094  0.051
C  -4.554  -0.191  -0.532
C  -5.530  0.791  -0.622
C  -5.275  2.071  -0.152
C  -4.043  2.363  0.420
C  -3.068  1.381  0.524
H  -0.594  -1.515  2.653
H  -1.075  -2.824  4.682
H  -3.165  -4.141  4.843
H  -4.760  -4.151  2.954
H  -4.258  -2.877  0.904
H  -4.736  -1.179  -0.941
H  -6.488  0.556  -1.069
H  -6.034  2.839  -0.228
H  -3.834  3.357  0.796
H  -2.113  1.613  0.982
C  3.132  -3.572  1.699
N  1.985  -3.573  0.797
C  1.864  -2.944  -0.370
N  0.652  -3.154  -0.854
C  0.063  -3.957  0.074
N  0.841  -4.220  1.096
C  3.855  -2.236  1.721
C  5.218  -2.178  1.461
C  5.865  -0.954  1.365
C  5.151  0.226  1.485
C  3.793  0.181  1.784
C  3.156  -1.050  1.932
C  2.968  1.396  1.787
N  2.078  1.788  2.636
N  1.405  2.837  2.052
C  1.932  3.020  0.887
O  2.967  2.171  0.672
C  1.452  3.861  -0.224
C  2.080  5.041  -0.602
C  1.591  5.754  -1.684
C  0.516  5.278  -2.421
C  -0.093  4.076  -2.079
C  -1.210  3.506  -2.949
N  -0.976  2.121  -3.326
C  -1.269  1.008  -2.653
N  -0.644  -0.015  -3.213
C  0.017  0.541  -4.265
N  -0.170  1.832  -4.369
C  0.366  3.392  -0.959
H  3.828  -4.350  1.379
H  2.753  -3.847  2.682
H  2.631  -2.343  -0.825
H  -0.951  -4.314  0.000
H  5.774  -3.094  1.298
H  6.927  -0.921  1.162
H  5.644  1.180  1.355
H  2.096  -1.065  2.151
H  2.933  5.406  -0.044
H  2.069  6.680  -1.976
H  0.166  5.833  -3.283
H  -1.257  4.070  -3.877
H  -2.176  3.573  -2.448
H  -1.927  0.967  -1.801
H  0.634  -0.026  -4.939
H  -0.082  2.452  -0.658
C  1.591  -1.759  -3.087
H  2.274  -0.909  -3.046
H  2.061  -2.719  -3.297

---

Record 5
DFT (wB97M-V/def2-TZVPD) results for C2H6O2Zn as an isolated structure.

Results
total energy = -54672.8068 eV
energy relative to the best compared isomer or geometry (same formula, charge and spin) = 43.1 kcal/mol
spin multiplicity = 2
molecular weight = 127.46 g mol⁻¹
charge = +1

Atoms and positions in Å:
O  -0.310  1.989  -0.280
O  -1.931  0.191  -0.806
H  -1.862  -0.612  -1.337
Zn  -0.901  0.614  0.788
H  0.442  2.084  -0.868
C  -1.904  1.354  -1.608
C  -3.037  2.275  -1.318
H  -1.612  1.150  -2.640
H  -3.767  1.839  -0.616
H  -2.672  3.159  -0.772
H  -3.537  2.545  -2.255

---

Record 6
DFT (wB97M-V/def2-TZVPD) results for one molecule with the formula C6H9N.

Results
total energy = -7853.2355 eV
SMILES = CC#CC/C=N\C
energy relative to the best compared isomer or geometry (same formula, charge and spin) = 113.6 kcal/mol
molecular weight = 95.14 g mol⁻¹

Atoms and positions in Å:
C  -2.090  -3.029  -0.390
C  -1.371  -1.803  -0.064
C  -0.861  -0.750  0.208
C  -0.219  0.512  0.538
C  1.292  0.341  0.482
N  2.163  1.190  0.814
C  1.980  2.204  -0.242
H  -1.920  -3.319  -1.431
H  -3.164  -2.867  -0.252
H  -1.783  -3.856  0.256
H  -0.399  0.759  1.596
H  -0.660  1.329  -0.041
H  1.662  -0.608  0.104
H  0.993  2.638  -0.453
H  2.370  1.773  -1.187
H  2.680  2.898  0.150

---

Record 7
DFT (wB97M-V/def2-TZVPD) results for C20H20BFeIN6O5S2 as an isolated structure.

Results
total energy = -105082.2019 eV
energy relative to the best compared isomer or geometry (same formula, charge and spin) = 5.0 kcal/mol
spin multiplicity = 5
molecular weight = 682.11 g mol⁻¹
charge = -2

Atoms and positions in Å:
Fe  -0.973  1.026  -0.407
C  -1.512  -2.684  -2.766
C  -0.601  -2.893  -1.597
N  0.218  -3.912  -1.593
C  1.068  -4.059  -0.550
C  1.105  -3.213  0.526
C  2.059  -3.504  1.649
O  1.428  -4.103  2.792
C  0.221  -2.103  0.560
C  0.169  -1.249  1.726
N  -0.557  -0.200  1.884
C  -0.483  0.433  3.141
C  0.734  0.773  3.732
C  0.780  1.429  4.951
C  -0.397  1.745  5.612
C  -1.615  1.399  5.046
C  -1.660  0.754  3.822
I  -3.501  0.241  3.011
C  -0.652  -1.908  -0.538
O  -1.489  -0.953  -0.615
H  -1.475  -3.554  -3.419
H  -2.533  -2.493  -2.431
H  -1.201  -1.793  -3.318
H  1.741  -4.909  -0.597
H  2.804  -4.226  1.314
H  2.591  -2.596  1.954
H  0.553  -3.709  2.877
H  0.778  -1.575  2.579
H  1.651  0.566  3.193
H  1.737  1.711  5.371
H  -0.373  2.276  6.556
H  -2.541  1.654  5.544
B  1.051  0.199  -3.222
N  -0.337  0.836  -3.553
C  -0.854  1.070  -4.768
C  -2.167  1.482  -4.616
C  -2.365  1.472  -3.230
N  -1.263  1.072  -2.611
N  1.705  0.965  -2.043
C  2.804  1.727  -2.068
C  3.055  2.189  -0.788
C  2.016  1.648  -0.029
N  1.220  0.899  -0.787
H  1.757  0.336  -4.201
H  0.909  -0.962  -2.916
H  -0.249  0.929  -5.648
H  -2.861  1.772  -5.387
H  -3.220  1.765  -2.641
H  3.328  1.883  -2.997
H  3.839  2.852  -0.464
H  1.766  1.824  1.005
O  -2.556  2.340  -0.002
S  -1.683  3.582  0.089
O  -0.473  3.180  -0.690
O  -2.356  4.752  -0.440
S  -1.140  3.815  2.003

---

Record 8
DFT (wB97M-V/def2-TZVPD) results for one molecule with the formula C23H25N5O2.

Results
total energy = -35803.1151 eV
SMILES = Cc1ccc(C(=O)N2CCC(n3nccc3NC(=O)c3ccccc3C)CC2)cn1
energy relative to the best compared isomer or geometry (same formula, charge and spin) = 39.9 kcal/mol
molecular weight = 403.49 g mol⁻¹

Atoms and positions in Å:
C  -5.889  -3.572  -0.967
C  -5.321  -2.197  -0.799
C  -5.653  -1.165  -1.675
C  -5.100  0.087  -1.477
C  -4.226  0.275  -0.412
C  -3.653  1.619  -0.090
O  -4.333  2.493  0.415
N  -2.348  1.787  -0.400
C  -1.549  0.767  -1.051
C  -0.069  1.142  -1.022
C  0.366  1.493  0.407
N  0.304  0.296  1.225
N  -0.788  0.014  1.933
C  -0.606  -1.177  2.464
C  0.632  -1.703  2.090
C  1.194  -0.722  1.291
N  2.418  -0.803  0.622
C  3.401  0.143  0.522
O  3.273  1.289  0.899
C  4.642  -0.388  -0.116
C  5.236  -1.534  0.404
C  6.411  -2.024  -0.134
C  6.994  -1.372  -1.207
C  6.407  -0.232  -1.726
C  5.234  0.284  -1.191
C  4.606  1.514  -1.768
C  -0.529  2.598  0.996
C  -1.659  2.978  0.042
C  -3.975  -0.814  0.418
N  -4.499  -2.010  0.224
H  -6.972  -3.546  -0.856
H  -5.470  -4.231  -0.213
H  -5.661  -3.961  -1.958
H  -6.336  -1.345  -2.492
H  -5.341  0.911  -2.132
H  -1.881  0.643  -2.092
H  -1.687  -0.191  -0.541
H  0.516  0.298  -1.394
H  0.126  1.994  -1.673
H  1.409  1.821  0.401
H  -1.359  -1.614  3.090
H  1.062  -2.645  2.362
H  2.689  -1.750  0.394
H  4.792  -2.027  1.259
H  6.868  -2.909  0.282
H  7.910  -1.749  -1.636
H  6.870  0.274  -2.561
H  5.235  1.938  -2.546
H  3.631  1.280  -2.196
H  4.453  2.256  -0.988
H  -0.968  2.223  1.920
H  0.065  3.482  1.225
H  -1.278  3.534  -0.822
H  -2.397  3.600  0.553
H  -3.323  -0.715  1.276

---

Record 9
DFT (wB97M-V/def2-TZVPD) results for a 4-piece molecular cluster, C25H48O12 overall.

Results
total energy = -51273.2487 eV
SMILES = CCCOCOC(=O)OCCCCCCOC(C)=O.CCOC(C)=O.CCOC(C)=O.CCOC(C)=O
energy relative to the best compared isomer or geometry (same formula, charge and spin) = 0.0 kcal/mol
molecular weight = 540.65 g mol⁻¹

Atoms and positions in Å:
C  6.812  -0.440  -1.743
C  7.600  0.447  -2.719
C  6.948  0.548  -4.090
O  5.648  1.122  -4.087
C  5.572  2.371  -3.473
O  4.434  2.997  -4.045
C  3.497  3.416  -3.185
O  3.712  3.888  -2.112
O  2.304  3.218  -3.734
C  1.196  3.032  -2.834
C  0.691  1.610  -2.982
C  -0.680  1.441  -2.332
C  -1.341  0.069  -2.537
C  -1.045  -0.623  -3.871
C  0.239  -1.454  -3.835
O  0.887  -1.435  -5.112
C  1.970  -0.639  -5.334
C  3.135  -0.767  -4.379
O  2.007  0.040  -6.306
H  6.248  0.142  -1.012
H  7.482  -1.100  -1.188
H  6.115  -1.084  -2.287
H  8.593  0.018  -2.887
H  7.775  1.439  -2.290
H  7.596  1.083  -4.798
H  6.805  -0.463  -4.479
H  5.434  2.289  -2.390
H  6.460  2.978  -3.690
H  1.521  3.243  -1.814
H  0.419  3.753  -3.100
H  0.685  1.366  -4.049
H  1.414  0.943  -2.496
H  -0.552  1.582  -1.251
H  -1.353  2.242  -2.658
H  -1.054  -0.585  -1.708
H  -2.424  0.192  -2.455
H  -0.954  0.090  -4.696
H  -1.890  -1.271  -4.122
H  0.028  -2.501  -3.606
H  0.900  -1.084  -3.046
H  3.852  -1.462  -4.823
H  3.605  0.212  -4.268
H  2.850  -1.149  -3.400
C  -0.815  2.080  3.548
C  -1.810  0.964  3.339
O  -1.777  0.424  2.004
C  -0.914  -0.530  1.629
C  0.229  -0.918  2.534
O  -1.051  -1.023  0.536
H  0.214  1.736  3.435
H  -0.937  2.487  4.551
H  -0.983  2.877  2.823
H  -1.684  0.162  4.068
H  -2.826  1.337  3.449
H  1.094  -0.312  2.264
H  0.466  -1.961  2.344
H  0.030  -0.783  3.593
C  -4.525  -2.244  -0.432
C  -3.362  -3.192  -0.232
O  -3.661  -4.222  0.724
C  -4.293  -5.367  0.398
C  -4.914  -5.515  -0.972
O  -4.390  -6.227  1.233
H  -5.395  -2.747  -0.855
H  -4.231  -1.438  -1.105
H  -4.817  -1.806  0.523
H  -3.026  -3.628  -1.174
H  -2.521  -2.655  0.196
H  -5.955  -5.194  -0.909
H  -4.897  -6.570  -1.233
H  -4.423  -4.946  -1.756
C  -5.455  1.488  7.793
C  -4.495  0.971  6.744
O  -3.464  1.922  6.436
C  -2.326  2.028  7.154
C  -2.186  1.280  8.458
O  -1.467  2.763  6.745
H  -4.957  1.654  8.748
H  -6.260  0.770  7.948
H  -5.889  2.434  7.469
H  -4.058  0.012  7.025
H  -5.011  0.822  5.797
H  -2.514  1.940  9.262
H  -1.132  1.061  8.605
H  -2.754  0.356  8.514

---

Record 10
DFT (wB97M-V/def2-TZVPD) results for one molecule with the formula C2H5NO2S.

Results
total energy = -18572.7386 eV
SMILES = C/C=N/[SH](=O)=O
energy relative to the best compared isomer or geometry (same formula, charge and spin) = 65.3 kcal/mol
molecular weight = 107.13 g mol⁻¹

Atoms and positions in Å:
C  -1.890  -0.080  0.104
C  -0.423  -0.005  0.372
N  0.382  0.255  -0.499
S  1.940  0.087  -0.291
O  2.250  -1.108  0.395
O  2.306  1.519  0.184
H  -2.479  0.514  0.820
H  -1.953  -1.123  0.006
H  -2.208  0.305  -0.922
H  -0.312  -0.286  1.397
H  2.387  -0.078  -1.565

---

Record 11
DFT (wB97M-V/def2-TZVPD) results for a 2-piece molecular cluster, C2H7N4 overall.

Results
total energy = -8136.6973 eV
energy relative to the best compared isomer or geometry (same formula, charge and spin) = 128.0 kcal/mol
molecular weight = 87.11 g mol⁻¹
charge = +1

Atoms and positions in Å:
C  3.765  -0.355  -0.333
C  -3.132  0.005  -0.595
N  2.601  -0.064  0.022
N  1.431  -0.081  0.307
N  0.591  0.876  0.503
N  -2.012  -0.236  0.066
H  3.948  -0.646  -1.290
H  4.613  -0.296  0.424
H  -3.847  -0.586  -1.045
H  -3.342  1.073  -0.464
H  0.616  1.711  -0.068
H  -0.374  0.518  0.361
H  -1.732  -1.255  -0.092

---

Which of these has the highest molecular weight? C33H28N8OPRhSe2

---

Look up the total energy of the tenth one. -18572.7386 eV

---

Which formula does entry 6 have? C6H9N